DFT (wB97M-V/def2-TZVPD) results for a 13-piece molecular cluster, C46H123N5O26 overall in a non-equilibrium geometry.

The geometry in XYZ format:
```
200
C46H123N5O26 | OMol25 | wB97M-V/def2-TZVPD
C 11.29657 -18.39545 25.87808
C 11.87318 -19.37462 24.80852
O 13.03283 -18.92465 24.18550
O 11.75285 -18.74672 27.18307
H 10.21868 -18.29111 25.75411
H 11.61535 -17.39608 25.58186
H 11.07935 -19.52844 24.07758
H 12.14706 -20.29561 25.32316
H 13.71272 -18.72028 24.83170
H 12.63217 -18.38781 27.32300
C 13.20575 -19.51292 20.41313
C 14.61238 -19.31382 19.77873
O 14.96554 -20.30526 18.87419
O 12.26061 -19.63270 19.35099
H 12.98052 -18.60222 20.96811
H 13.26331 -20.39552 21.05016
H 15.38549 -19.08436 20.51205
H 14.59032 -18.38764 19.20444
H 14.98520 -21.10286 19.40809
H 12.53460 -20.34330 18.76654
C 16.04599 -18.17228 26.31230
C 16.46800 -18.93955 25.05632
O 16.66624 -20.32060 25.44127
O 14.80271 -18.43293 26.90649
H 16.08158 -17.10415 26.09796
H 16.81265 -18.32129 27.07266
H 17.42269 -18.49863 24.76951
H 15.74276 -18.88049 24.24476
H 15.83442 -20.75791 25.63734
H 14.76296 -19.34790 27.19431
C 15.56881 -11.30330 21.37713
C 16.99851 -11.90778 21.34813
O 16.98065 -13.02263 20.47541
O 15.66553 -10.12919 22.21251
H 14.87336 -11.97219 21.88412
H 15.23499 -11.16724 20.34847
H 17.32347 -12.21513 22.34213
H 17.74586 -11.28145 20.86101
H 17.36092 -12.84411 19.61220
H 14.79344 -9.94979 22.57150
C 19.84651 -16.20821 22.75784
C 18.53707 -15.49400 23.01353
O 17.86975 -16.03240 24.09880
O 20.86435 -15.84100 23.66714
H 20.05751 -15.81772 21.76231
H 19.73908 -17.27994 22.59061
H 17.94100 -15.69715 22.12385
H 18.61563 -14.42188 23.19379
H 17.22490 -15.36057 24.33208
H 20.97159 -14.89830 23.52079
C 13.01610 -10.86092 16.51484
C 13.43007 -10.57776 17.89354
O 14.45593 -9.64949 17.94352
O 12.51599 -9.66777 15.90506
H 12.15972 -11.52177 16.64890
H 13.78752 -11.41559 15.98066
H 13.88049 -11.45871 18.35085
H 12.59794 -10.19516 18.48454
H 14.50314 -9.16291 18.76972
H 13.19138 -8.99096 15.99088
C 16.36770 -17.75301 15.03864
C 17.50272 -17.06603 14.37387
O 17.46763 -17.24157 12.95697
O 15.14743 -17.19253 14.64248
H 16.39302 -17.75662 16.12834
H 16.47443 -18.78618 14.70807
H 18.45333 -17.36325 14.81669
H 17.46883 -15.98488 14.50827
H 18.07654 -16.62039 12.55082
H 14.51598 -17.86819 14.90006
C 16.03462 -11.76046 25.49321
C 17.02191 -12.94482 25.52705
O 16.34326 -14.17521 25.57644
O 15.04628 -11.75812 26.52638
H 15.45635 -11.83839 24.57255
H 16.61650 -10.83877 25.49169
H 17.73642 -12.73721 26.32359
H 17.45190 -12.82904 24.53216
H 15.65569 -14.21867 26.24499
H 14.63283 -10.89171 26.52554
C 8.55104 -11.10194 9.77408
O 9.79990 -11.60283 9.34305
C 10.90367 -11.29808 10.22640
C 10.80580 -11.87200 11.61938
N 10.82300 -13.29094 11.65636
C 10.97999 -13.80313 13.02467
C 9.72920 -13.74596 13.98076
O 8.85581 -14.82390 13.55162
C 7.50599 -14.64599 13.92972
H 7.95543 -11.17177 8.86387
H 8.62064 -10.14537 10.29200
H 8.18606 -11.79499 10.53208
H 11.14914 -10.23619 10.21111
H 11.79706 -11.70435 9.75218
H 9.85599 -11.53770 12.03677
H 11.61932 -11.44634 12.20684
H 9.92169 -13.61447 11.33532
H 11.80810 -13.24156 13.45707
H 11.24415 -14.86062 13.01883
H 9.25610 -12.76462 14.01614
H 10.02377 -13.89466 15.01962
H 6.86931 -15.49255 13.67269
H 7.08639 -13.68468 13.63321
H 7.48330 -14.49442 15.00889
C 13.70925 -14.43105 16.51476
O 13.44507 -14.66390 17.88640
C 14.65281 -15.03499 18.52661
C 14.35870 -15.04727 20.01583
N 15.48231 -15.58617 20.82661
C 14.98621 -16.16821 22.09396
C 14.40645 -15.13832 23.06157
O 13.13416 -14.50799 22.71360
C 11.95055 -15.26166 22.89667
H 14.44409 -13.63345 16.40551
H 12.84323 -14.02266 15.99386
H 13.84426 -15.34969 15.94382
H 15.40721 -14.27577 18.32029
H 15.10836 -15.95932 18.17138
H 13.49122 -15.66809 20.23981
H 14.11636 -14.04660 20.37364
H 16.18643 -14.86283 20.85949
H 15.67019 -16.89073 22.53917
H 14.19001 -16.87456 21.85891
H 15.11188 -14.31127 23.14189
H 14.23114 -15.47120 24.08458
H 11.16400 -14.85814 22.25901
H 11.64824 -15.14929 23.93786
H 12.06187 -16.33073 22.71558
C 8.47376 -10.57199 18.55901
O 8.74438 -11.91444 18.88834
C 9.26035 -12.58050 17.73983
C 10.07021 -13.80670 18.25440
N 9.25725 -14.87230 18.88981
C 10.21767 -15.94510 19.24620
C 9.49597 -16.94433 20.21441
O 9.34652 -16.46237 21.52462
C 9.00711 -17.49148 22.46479
H 9.25603 -9.87913 18.24903
H 7.98529 -10.07736 19.39856
H 7.79311 -10.60598 17.70832
H 9.88240 -11.96582 17.08919
H 8.44651 -12.89675 17.08734
H 10.67223 -13.38731 19.06049
H 10.70477 -14.16335 17.44309
H 8.97604 -14.42734 19.75180
H 11.02550 -15.51995 19.84182
H 10.54111 -16.45420 18.33828
H 10.17488 -17.79536 20.26841
H 8.64923 -17.45730 19.75834
H 8.75591 -17.14920 23.46870
H 9.81674 -18.22102 22.44521
H 8.13043 -18.07743 22.18876
C 22.11207 -11.16828 12.72137
O 21.34677 -10.93402 13.87818
C 20.09912 -10.39549 13.43572
C 19.31588 -9.88947 14.69318
N 18.76963 -11.04439 15.38097
C 18.42085 -10.69002 16.82513
C 17.30961 -11.62486 17.38162
O 17.69794 -12.83179 17.99942
C 17.85433 -13.95842 17.12041
H 21.69149 -11.81871 11.95446
H 22.97584 -11.67736 13.14898
H 22.45681 -10.27348 12.20313
H 19.52695 -11.11197 12.84633
H 20.28736 -9.56154 12.75957
H 18.54237 -9.14548 14.50276
H 20.07243 -9.42064 15.32241
H 19.48097 -11.76139 15.38358
H 17.82757 -9.78112 16.72501
H 19.31331 -10.65727 17.45005
H 16.57146 -11.73860 16.58771
H 16.72037 -10.95583 18.00875
H 16.95205 -14.24826 16.58192
H 18.21699 -14.61493 17.91135
H 18.63347 -13.71381 16.39846
C 10.87604 -12.24538 26.55538
O 11.94913 -12.72518 27.45125
C 12.18960 -14.15755 27.31718
C 13.26984 -14.63956 28.32629
N 14.55297 -13.98566 28.13928
C 15.44656 -14.25222 29.25682
C 16.12794 -15.60529 29.02453
O 16.84379 -16.12266 30.14273
C 17.79244 -17.10745 29.89470
H 10.69462 -11.17405 26.64165
H 9.95661 -12.72054 26.89739
H 11.03988 -12.49429 25.50690
H 12.50113 -14.37650 26.29585
H 11.27450 -14.66082 27.62929
H 13.39629 -15.71687 28.21906
H 12.82276 -14.43392 29.29888
H 14.44419 -13.02889 27.83457
H 15.06457 -14.19644 30.27617
H 16.21697 -13.48149 29.27967
H 16.79570 -15.50292 28.16913
H 15.40798 -16.37816 28.75540
H 18.45478 -17.36491 30.72122
H 18.53390 -16.89289 29.12510
H 17.38171 -18.10209 29.72122
```

As for the total energy: -110367.7794 eV. For the orbital gap, the calculation gives 8.4 eV. Its total charge is 0.